{
  "formula": "C22H34N5O4SeTi",
  "method": "ωB97M-V with the def2-TZVPD basis set",
  "species": ["H", "H", "C", "C", "C", "H", "H", "H", "H", "O", "C", "C", "H", "H", "Se", "O", "C", "H", "C", "H", "H", "C", "H", "N", "C", "C", "C", "H", "C", "H", "C", "H", "H", "C", "N", "H", "H", "H", "H", "C", "H", "C", "C", "O", "C", "H", "H", "N", "C", "N", "Ti", "H", "H", "C", "H", "H", "C", "H", "H", "H", "H", "N", "H", "H", "C", "O", "H"],
  "coordinates": [[3.691117, 1.360475, 0.750157], [0.145152, 3.522201, -2.161741], [2.934021, 0.971947, 1.424152], [2.198981, 1.127998, -3.161893], [0.235427, -0.151953, -4.610638], [-3.266599, -6.171018, 3.649290], [-4.660882, -5.676398, 2.690337], [-4.162023, -4.713674, 4.075073], [3.356234, 1.097964, -4.982575], [4.194466, 2.398112, -2.510544], [-1.557955, -4.838691, 2.157649], [-3.791570, -5.309385, 3.238560], [1.687460, 1.740787, 2.992131], [3.440430, 0.384398, 2.191188], [0.017943, -1.977197, -0.453326], [-1.250051, 0.791866, -1.529816], [-1.197972, -2.957709, 0.684225], [1.632532, -0.116604, -6.280748], [2.984983, 1.871123, -2.296933], [1.432331, -0.495999, 1.178141], [-0.075614, 5.192948, -0.023259], [0.063431, 0.176715, -3.308570], [1.673680, 4.746098, 1.472506], [1.021050, 0.773328, -2.503635], [-3.175855, -1.423259, 0.172360], [-2.545931, -2.607537, 0.858122], [2.172777, 2.105689, 2.088388], [-1.006933, 3.482068, -1.034112], [1.609412, 4.003650, 0.669907], [-0.749851, -0.148155, 1.039666], [-2.889156, -4.495692, 2.349483], [-1.762297, 1.002137, 0.545574], [1.266314, 5.109536, -1.133984], [0.715497, -4.560740, 1.176358], [2.013682, 0.137089, 0.628100], [2.875539, 2.875756, 2.413756], [0.941517, -4.761948, 0.128042], [-0.787327, 3.542394, 1.383001], [2.605907, 3.846590, 0.271862], [-0.781674, 1.595770, 2.251782], [4.527870, 2.157246, -3.383579], [-0.707166, -4.101462, 1.340586], [0.679348, 4.523745, -0.430266], [2.490421, 2.070261, -1.136121], [1.477390, 0.141657, -5.244102], [0.896604, -5.466159, 1.755286], [-4.156313, -1.685351, -0.230267], [-0.001800, 3.411546, -1.162884], [-1.196787, 0.162654, -2.602239], [1.134069, 2.712247, 1.203250], [0.657212, 1.333356, -0.665814], [-0.216159, 1.006705, 2.972409], [1.420084, -3.791144, 1.497182], [2.419837, 0.803779, -4.522079], [-3.332702, -0.593201, 0.870289], [-2.522353, -1.073454, -0.624520], [-0.110452, 2.924996, 1.976649], [2.545848, -0.510748, 0.050652], [-4.405257, -3.093695, 1.793768], [-0.581987, -0.604159, -5.155075], [-1.766391, 1.754318, 2.691391], [-0.853837, 0.871595, 0.977694], [-2.975225, -0.420274, -2.527367], [-1.164313, -5.718910, 2.655584], [-3.361840, -3.377294, 1.682709], [-2.247347, -0.367482, -3.168422], [0.103057, 3.478549, 2.897246]],
  "forces_ev_per_a": [[0.00, 0.04, -0.02], [0.04, -0.05, 0.00], [0.00, -0.09, -0.05], [-0.05, 0.05, -0.15], [0.26, -0.04, -0.08], [0.00, 0.01, -0.01], [0.01, 0.01, -0.01], [0.00, 0.00, -0.01], [-0.02, -0.03, -0.04], [0.08, -0.04, -0.11], [0.04, -0.01, -0.01], [0.01, 0.01, 0.00], [-0.04, -0.04, -0.04], [0.02, -0.01, 0.03], [0.07, 0.01, -0.28], [-0.21, 0.43, -0.19], [-0.01, 0.02, 0.09], [0.03, 0.02, 0.01], [0.01, 0.04, 0.27], [0.08, 0.03, 0.06], [-0.03, 0.00, 0.03], [-0.31, -0.07, 0.16], [0.01, 0.01, 0.02], [0.12, 0.09, -0.22], [0.01, 0.01, 0.00], [0.02, -0.03, 0.00], [-0.01, 0.08, 0.02], [-0.01, -0.04, -0.03], [-0.07, -0.02, -0.02], [-0.01, 0.04, 0.06], [-0.01, -0.02, 0.02], [-0.02, -0.04, 0.02], [0.00, 0.01, -0.02], [-0.02, 0.00, 0.00], [0.15, 0.18, 0.02], [-0.01, 0.02, 0.02], [0.00, 0.00, 0.01], [0.02, 0.01, -0.02], [0.02, -0.01, -0.01], [0.12, -0.11, 0.03], [0.01, 0.01, 0.01], [0.01, 0.02, 0.05], [-0.01, -0.07, -0.05], [-0.12, 0.24, -0.07], [-0.15, -0.06, -0.03], [-0.01, 0.01, 0.00], [0.02, 0.00, -0.01], [0.02, 0.04, 0.06], [0.09, 0.25, -0.13], [0.18, 0.04, 0.04], [0.00, -1.00, 0.52], [0.02, -0.03, -0.01], [0.00, 0.00, 0.01], [0.11, -0.06, 0.12], [-0.03, -0.02, 0.00], [-0.02, -0.03, 0.03], [0.02, 0.00, 0.01], [-0.05, 0.02, -0.07], [0.02, 0.00, 0.00], [0.00, 0.00, 0.01], [-0.03, 0.00, 0.01], [-0.25, 0.31, -0.06], [-0.02, 0.07, -0.04], [0.00, 0.01, -0.01], [-0.02, 0.03, -0.02], [-0.06, -0.27, 0.07], [-0.01, -0.01, 0.02]],
  "nbo_charge": [0.226, 0.405, -0.237, -0.104, -0.100, 0.217, 0.221, 0.218, 0.218, -0.640, -0.207, -0.627, 0.208, 0.215, -0.455, -0.688, -0.071, 0.240, 0.676, 0.423, 0.210, -0.024, 0.206, -0.567, -0.637, -0.089, -0.232, 0.399, -0.232, 0.451, -0.014, 0.409, 0.229, -0.627, -0.853, 0.222, 0.231, 0.197, 0.241, -0.240, 0.497, -0.070, -0.238, -0.718, -0.266, 0.211, 0.223, -0.836, 0.847, -0.461, 1.605, 0.207, 0.214, -0.118, 0.196, 0.202, -0.224, 0.420, 0.200, 0.249, 0.222, -0.889, 0.520, 0.205, -0.217, -0.618, 0.214],
  "orbital_gap_ev": [5.59, 5.57],
  "total_charge": 1,
  "e_lumo_ha": [-0.1230, -0.1233],
  "de_lowest_ev": 0.785,
  "total_energy_ev": -127466.14754,
  "homo_energy_ha": [-0.3283, -0.3280],
  "fmax_ev_per_a": 1.13
}